The following is a DFT calculation (ωB97M-V/def2-TZVPD) of a cluster of 2 separate species, C3H8N2O in total at a distorted geometry.

Computed properties:
Structure (SMILES): C=CN.NC=O
Energy, eV: -8266.7567
Molecular weight, g mol⁻¹: 88.1
Orbital gap, hartree: 0.37264
Total charge: 0
LUMO, eV: 0.8
Energy above the lowest of the compared OMol25 structures with the same formula, charge and spin, kJ/mol: 247.90

Atoms and positions in Å:
1 C 1.589 -1.241 0.332
2 C 0.959 -0.331 1.065
3 N 1.368 0.598 2.074
4 H 2.706 -1.273 0.418
5 H 0.965 -1.939 -0.217
6 H -0.143 -0.260 1.057
7 H 1.385 0.177 3.004
8 H 2.376 0.758 1.931
9 N -1.819 0.282 -2.304
10 C -1.806 0.937 -1.104
11 O -2.424 1.902 -0.688
12 H -1.223 -0.525 -2.220
13 H -2.326 0.622 -3.100
14 H -1.608 0.292 -0.249